1.
The following is a quantum chemistry calculation of an isolated molecule of C2H2Cl2S at a distorted geometry, from the Open Molecules 2025 dataset.

Computed properties:
lowest unoccupied orbital energy (alpha / beta) = 0.65 / -2.46 eV
calculated total energy = -1395.80399 hartree
ΔE to the lowest compared entry with this formula, charge and spin = 0.00 kcal per mole
2S+1 = 3
frontier orbital gap (alpha / beta) = 6.18 / 8.23 eV

Each line ends with the Mulliken charge.
Cartesian coordinates (Å):
1 C 0.51 -0.44 0.08  -0.622
2 C 1.70 0.11 0.05  0.616
3 S -1.10 0.21 0.09  -0.085
4 Cl 3.00 -0.96 0.12  -0.162
5 Cl 2.07 1.81 -0.08  -0.184
6 H 0.56 -1.44 -0.22  0.326
7 H -0.86 1.41 -0.25  0.112

***

2.
The following is a quantum chemistry calculation of an isolated molecule of C2H2Cl3NO2 at a distorted geometry, from the Open Molecules 2025 dataset.

Computed properties:
lowest unoccupied orbital energy = -0.13 eV
structure (SMILES) = [O-][N+](OCCl)=C(Cl)Cl
calculated total energy = -1663.01201 hartree
ΔE to the lowest compared entry with this formula, charge and spin = 136.96 kcal per mole
frontier orbital gap = 9.06 eV

Each line ends with the Mulliken charge.
Cartesian coordinates (Å):
1 O -0.44 1.49 0.37  -0.587
2 N -0.82 0.41 0.05  0.645
3 O 0.47 -0.50 -0.36  -0.390
4 C 1.94 -0.20 -0.02  -0.280
5 Cl 2.12 -0.73 1.63  -0.127
6 C -2.09 0.04 -0.23  0.288
7 Cl -3.23 1.13 0.30  -0.089
8 Cl -2.36 -1.68 -0.69  -0.100
9 H 2.32 -0.74 -0.78  0.317
10 H 2.08 0.79 -0.27  0.325